ORCA calculation (ωB97M-V/def2-TZVPD) on 2 unconnected molecules or ions with the total composition C47H41BF12N2O2S in a non-equilibrium geometry.

Structure (XYZ):
```
106
C47H41BF12N2O2S (ωB97M-V/def2-TZVPD)
S -1.8273 3.7688 -1.4382
F 3.5053 1.2150 -4.9630
F 4.9730 2.8323 -4.6461
F -4.2993 -6.3165 0.6602
F -5.2252 -5.1931 -0.9997
F 2.0760 3.4148 4.2406
F 3.5983 6.0637 -0.5449
F 4.6546 4.1764 -0.1556
F 3.9949 2.9985 5.2299
F 2.0937 2.5558 6.2845
F -4.2445 -4.1106 0.6697
F 3.2184 3.1633 -5.9511
F 2.7444 4.5877 0.8611
O -2.8859 -1.7177 -1.8924
O -2.7428 -1.1547 0.4479
N -1.7475 -4.8834 0.0555
N 3.3298 1.2447 3.1041
C 4.7335 1.1453 3.0053
C 3.3989 4.7304 -0.3331
C 3.4251 3.7389 -2.5884
C 1.0944 1.5511 2.1543
C -0.4073 -1.0960 -0.8880
C 2.7123 2.5228 5.0717
C -0.9393 -3.8011 -0.2489
C -2.9259 4.1911 -2.7233
C -5.4270 -1.3892 -0.7227
C -0.7503 2.8177 -2.4892
C -3.6204 -0.4940 -2.1913
C -1.5438 -5.7759 1.1347
C 2.1246 1.1804 -0.3934
C -1.4684 -7.1565 0.8602
C 0.7167 1.0250 -0.2159
C 6.8168 2.2439 2.4015
C -0.1197 0.3721 -1.2165
C 2.6678 4.0803 -1.4719
C -4.1620 -5.2222 -0.1502
C 2.8174 3.0345 -3.6066
C 5.4617 0.2572 3.8318
C 0.2345 1.3308 1.0893
C -0.4160 -2.1259 -1.9257
C 5.4442 2.0717 2.2185
C 0.6731 3.0992 -2.4660
C -3.9417 5.2822 -2.6702
C -1.4619 2.6084 -3.6854
C -0.6607 -3.4462 -1.6073
C 3.6393 2.5705 -4.7833
C -1.4572 -6.2542 3.5085
C 1.4604 2.7236 -3.5812
C 2.4899 1.3415 2.0063
C -0.4126 -2.9500 0.7570
C -1.3565 -8.0663 1.9030
C -1.3493 -7.6187 3.2283
C 1.3036 3.8113 -1.4189
C 2.9887 1.2363 0.6855
C -2.5667 3.4891 -3.8664
C -4.5094 -0.1832 -0.9721
C 6.8259 0.4622 4.0392
C 2.7572 1.1556 4.4581
C 7.5099 1.4520 3.3248
C -3.5898 0.0502 0.2429
C -0.1529 -1.6295 0.4507
C -1.5671 -5.3318 2.4683
C -5.3213 1.0718 -1.1992
C -2.8410 -5.2126 -0.8737
B -2.2638 -1.6814 -0.6956
H -1.7310 -4.2671 2.6657
H 4.0574 1.1725 0.5021
H 1.7499 0.7361 4.4165
H -1.4992 -7.4872 -0.1814
H -0.2601 -1.8268 -2.9566
H -4.2360 -0.7097 -3.0713
H 4.9340 -0.5635 4.3263
H -0.6399 -4.2393 -2.3499
H 0.2469 -0.9914 1.2316
H -6.1481 -1.1746 0.0736
H -1.2941 -9.1307 1.6763
H -4.6654 1.9497 -1.2616
H -3.0709 3.6609 -4.8228
H 2.5641 1.1058 -1.3848
H 3.4253 0.5430 5.0679
H -1.4749 -5.8972 4.5396
H -0.2203 -3.3551 1.7522
H 0.7231 4.1228 -0.5550
H -4.8671 -2.2854 -0.4283
H 4.4898 3.9738 -2.6265
H 4.9049 2.7082 1.5126
H -5.9001 0.9990 -2.1254
H 7.3540 -0.1583 4.7675
H 7.3324 3.0082 1.8190
H -5.9681 -1.6244 -1.6449
H -6.0200 1.2236 -0.3724
H 8.5812 1.5970 3.4809
H -0.8425 1.2910 1.2531
H -2.6803 -6.2043 -1.3192
H -4.3567 5.4730 -3.6703
H -4.7934 5.0503 -2.0145
H 0.1394 0.5550 -2.2652
H -1.2595 -8.3341 4.0456
H -2.9013 0.9168 0.0727
H -2.9068 -4.4245 -1.6312
H -2.9075 0.3347 -2.3963
H -4.1904 0.2033 1.1526
H -3.4723 6.2148 -2.3281
H 0.9954 2.2238 -4.4342
H 0.6852 1.8485 3.1188
H -1.1568 1.9048 -4.4529
```

As for the molecular weight: 936.7 g mol⁻¹. Its HOMO energy is -5.5 eV. As for the energy above the lowest of the compared OMol25 structures with the same formula, charge and spin: 4.263 eV. The value obtained for the HOMO-LUMO gap is 4.8 eV.



ORCA calculation (ωB97M-V/def2-TZVPD) on a molecular structure, C47H44BiO4P2Se2Si.

Structure (XYZ):
```
101
C47H44BiO4P2Se2Si (ωB97M-V/def2-TZVPD)
Bi -0.3784 -0.4010 -0.2258
Se -0.8094 1.4754 -2.3367
Se 2.4859 -0.2824 -2.1210
P 1.0885 0.8789 -3.2537
P -1.4404 1.5795 2.3412
Si -1.3772 -3.1404 -2.3918
O 1.7738 -0.7163 1.6588
O -0.4936 -2.1227 1.3735
O -0.2146 -3.0765 3.3829
O -0.8712 -1.7799 -1.6898
C -3.3447 4.2243 4.9320
C 3.6718 -0.4627 5.4460
C 3.6070 -5.0782 2.5663
C 2.7165 -3.1995 0.7410
C 2.4640 -3.0068 2.0972
C 3.3170 4.7233 -4.5538
C -3.5914 -0.6890 -0.2651
C 1.7363 -0.6633 -5.4869
C -2.1384 1.7355 5.0098
C 1.6178 -1.8187 2.5506
C -1.6501 4.6362 -0.4471
C 2.6986 -0.1208 6.3766
C -2.5494 -0.0339 0.3862
C -0.6055 -0.1630 -5.2598
C -1.7552 -4.5126 -1.1760
C -0.0652 -3.7721 -3.5741
C 0.5442 4.6483 0.5350
C 1.9672 -1.3092 3.9485
C 3.8731 -5.2554 1.2131
C -2.8104 3.6770 3.7726
C 0.1568 -2.3753 2.4470
C -2.8603 0.8038 1.4764
C -3.2784 3.5285 6.1329
C -4.9095 -0.5377 0.1470
C 3.4226 -4.3136 0.3011
C 1.4680 -1.4079 -6.6255
C -1.0808 3.0017 1.2336
C -0.3841 5.1962 -0.3402
C -0.8732 -0.9222 -6.3938
C 1.0008 -0.9642 4.8857
C 3.3046 -1.0498 4.2435
C 1.9448 2.4117 -3.8045
C 1.3243 3.6542 -3.7268
C -1.9948 3.5407 0.3326
C -2.6767 2.2789 6.1692
C 3.9390 3.4830 -4.6411
C -4.1847 0.9491 1.8899
C 0.7014 -0.0291 -4.8008
C -5.2054 0.2818 1.2251
C 2.9061 -3.9660 3.0057
C 1.3651 -0.3737 6.0907
C 2.0121 4.8060 -4.0955
C 0.1609 -1.5431 -7.0774
C 0.1981 3.5517 1.3128
C -2.2023 2.4228 3.7965
C 3.2609 2.3348 -4.2600
C -2.9460 -2.7811 -3.3857
H 0.8155 -4.1166 -3.0206
H -2.6200 1.7295 7.1019
H 3.7639 1.3766 -4.2848
H -2.8672 4.2332 2.8457
H -2.3666 5.0418 -1.1518
H -2.1942 -5.3719 -1.6978
H 2.7469 -0.6040 -5.1023
H 2.3389 -2.4934 0.0071
H 0.2616 -2.9846 -4.2628
H 3.6040 -4.4407 -0.7602
H 4.7177 -0.2694 5.6546
H -0.0379 -1.1795 4.6757
H 2.9794 0.3433 7.3152
H -3.3575 -1.3345 -1.1057
H 1.5233 5.7703 -4.0108
H -0.4433 -4.6123 -4.1699
H 4.0697 -1.3122 3.5209
H -2.9774 -3.3635 -4.3144
H 2.2773 -1.9016 -7.1495
H -0.1139 6.0481 -0.9533
H -2.4553 -4.1817 -0.4014
H -0.0515 -2.1483 -7.9515
H -5.7037 -1.0649 -0.3694
H 2.6818 -3.8441 4.0574
H 0.9280 3.1019 1.9788
H -2.9896 -1.7187 -3.6509
H 3.9444 -5.8165 3.2847
H -6.2303 0.4007 1.5555
H 1.5407 5.0678 0.5984
H 3.8538 5.6211 -4.8382
H -4.4238 1.5779 2.7389
H -3.6862 3.9643 7.0372
H -0.8438 -4.8486 -0.6697
H 4.4157 -6.1297 0.8733
H 0.3083 3.7174 -3.3611
H -1.4101 0.3093 -4.7135
H 4.9621 3.4106 -4.9902
H -3.8162 5.1997 4.8963
H 2.5971 -0.8089 1.1671
H -1.8967 -1.0398 -6.7311
H -2.9743 3.0869 0.2250
H 0.5996 -0.1115 6.8127
H -1.6576 0.7633 5.0381
H -3.8486 -3.0217 -2.8117
```

As for the molecular weight: 1129.8 g mol⁻¹. Its HOMO energy is -5.2 eV. The charge is -1. As for the energy above the lowest of the compared OMol25 structures with the same formula, charge and spin: 0.000 eV. The value obtained for the HOMO-LUMO gap is 7.6 eV.